# 1
The molecule C6H10S, computed with ωB97M-V/def2-TZVPD.

Element x y z (Å)
S1 0.321 -2.156 -0.981
C1 1.023 1.095 -0.287
C2 -1.183 -1.053 1.749
C3 0.111 0.944 0.935
C4 0.154 0.540 -1.406
C5 -0.671 -0.620 -0.656
C6 -0.629 -0.320 0.782
H1 -0.484 1.199 -1.848
H2 1.428 -1.429 -1.453
H3 0.736 0.825 1.733
H4 0.786 0.139 -2.234
H5 -1.742 -1.897 1.663
H6 -1.077 -0.740 2.850
H7 -0.459 1.884 0.943
H8 1.492 2.071 -0.544
H9 -1.614 -0.805 -1.083
H10 1.808 0.323 -0.164

* ΔE to the lowest compared entry with this formula, charge and spin: 42.7 kcal per mole

The net atomic charges from Mulliken, expressed in e, are: number 1, S, carries -0.22; number 2, C, carries -0.38; number 3, C, carries -1.15; number 4, C, carries -0.56; number 5, C, carries -1.33; number 6, C, carries 0.09; number 7, C, carries 0.30; number 8, H, carries 0.39; number 9, H, carries 0.10; number 10, H, carries 0.44; number 11, H, carries 0.42; number 12, H, carries 0.40; number 13, H, carries 0.21; number 14, H, carries 0.27; number 15, H, carries 0.35; number 16, H, carries 0.47; number 17, H, carries 0.22

# 2
A cluster of 2 separate species, C6H10SSi in total, computed with ωB97M-V/def2-TZVPD.

Element x y z (Å)
S1 -2.129 -0.876 -2.000
Si1 0.873 0.994 -0.217
C1 -1.282 -0.625 -0.525
C2 -2.993 -2.213 -1.385
C3 -1.780 -1.412 0.470
C4 2.192 -0.007 0.799
C5 -2.717 -2.394 -0.022
C6 0.034 2.180 0.911
H1 -0.833 2.821 0.442
H2 2.785 0.687 1.242
H3 0.739 2.890 1.347
H4 -1.431 -1.228 1.487
H5 -3.727 -2.538 -2.060
H6 1.111 1.386 -1.617
H7 -0.449 1.510 1.654
H8 2.745 -0.667 0.173
H9 -3.126 -3.154 0.592
H10 1.664 -0.642 1.544

* ΔE to the lowest compared entry with this formula, charge and spin: 0.0 kcal per mole

The net atomic charges from Mulliken, expressed in e, are: number 1, S, carries -0.15; number 2, Si, carries 0.55; number 3, C, carries -0.11; number 4, C, carries -0.40; number 5, C, carries -0.19; number 6, C, carries -0.94; number 7, C, carries -0.68; number 8, C, carries -0.82; number 9, H, carries 0.27; number 10, H, carries 0.35; number 11, H, carries 0.35; number 12, H, carries 0.31; number 13, H, carries 0.42; number 14, H, carries -0.13; number 15, H, carries 0.23; number 16, H, carries 0.31; number 17, H, carries 0.37; number 18, H, carries 0.27

# 3
A structure of composition C6H11Br2InO7P, computed with ωB97M-V/def2-TZVPD.

Element x y z (Å)
In1 -3.587 -0.752 1.038
Br1 -4.560 -3.158 0.968
Br2 -0.057 0.349 1.396
P1 -1.535 -0.969 2.634
O1 -1.224 -3.174 -0.364
O2 0.369 -2.255 -1.668
O3 -0.919 -2.462 2.347
O4 -0.749 -4.036 -2.388
O5 2.053 4.538 0.324
O6 1.489 5.057 2.408
O7 1.801 6.700 0.899
C1 2.168 3.318 1.072
C2 -0.016 -3.555 -3.515
C3 -0.595 -3.157 -1.369
C4 1.781 5.544 1.184
C5 1.030 -2.669 -2.861
C6 1.358 3.628 2.314
H1 1.775 2.485 0.497
H2 0.306 3.370 2.194
H3 3.225 3.152 1.292
H4 1.930 -3.226 -2.590
H5 1.742 3.167 3.219
H6 -3.142 -0.293 -0.583
H7 -0.693 -2.989 -4.157
H8 0.394 -4.400 -4.062
H9 1.300 -1.792 -3.443
H10 -4.793 0.229 1.821
H11 -0.848 -2.650 1.395

* total charge: -1
* E: -6441.5687 Ha

The net atomic charges from Mulliken, expressed in e, are: number 1, In, carries 0.63; number 2, Br, carries -0.58; number 3, Br, carries -0.22; number 4, P, carries -0.03; number 5, O, carries -0.47; number 6, O, carries -0.26; number 7, O, carries -0.49; number 8, O, carries -0.34; number 9, O, carries -0.35; number 10, O, carries -0.35; number 11, O, carries -0.54; number 12, C, carries -0.12; number 13, C, carries -0.33; number 14, C, carries 0.55; number 15, C, carries 0.65; number 16, C, carries -0.29; number 17, C, carries -0.29; number 18, H, carries 0.17; number 19, H, carries 0.27; number 20, H, carries 0.23; number 21, H, carries 0.26; number 22, H, carries 0.29; number 23, H, carries -0.29; number 24, H, carries 0.26; number 25, H, carries 0.27; number 26, H, carries 0.28; number 27, H, carries -0.32; number 28, H, carries 0.42

# 4
A cluster of 2 separate species, C6H11Br2NO2 in total, computed with ωB97M-V/def2-TZVPD.

Element x y z (Å)
Br1 2.567 0.082 0.486
Br2 -1.600 1.530 -1.316
O1 0.658 3.032 -2.507
O2 2.245 1.575 -2.400
N1 1.099 1.930 -2.237
C1 0.198 1.006 1.549
C2 0.527 -0.426 -1.765
C3 1.177 1.319 0.468
C4 0.589 1.465 3.037
C5 -0.295 -0.771 -2.994
C6 0.199 1.026 -1.410
H1 -0.033 -0.021 1.485
H2 1.503 2.382 0.272
H3 0.032 -0.124 -3.829
H4 -1.301 -0.456 -2.937
H5 1.599 -0.590 -1.724
H6 -0.181 -1.905 -3.141
H7 1.625 1.096 3.151
H8 -0.114 1.011 3.718
H9 0.202 -0.953 -0.943
H10 -0.694 1.468 1.314
H11 0.550 2.582 3.226

* ΔE to the lowest compared entry with this formula, charge and spin: 34.6 kcal per mole

The net atomic charges from Mulliken, expressed in e, are: number 1, Br, carries -0.03; number 2, Br, carries -0.04; number 3, O, carries -0.62; number 4, O, carries -0.55; number 5, N, carries 1.09; number 6, C, carries -0.58; number 7, C, carries -0.55; number 8, C, carries -0.24; number 9, C, carries -1.10; number 10, C, carries -1.25; number 11, C, carries -0.22; number 12, H, carries 0.42; number 13, H, carries 0.44; number 14, H, carries 0.34; number 15, H, carries 0.41; number 16, H, carries 0.40; number 17, H, carries 0.32; number 18, H, carries 0.29; number 19, H, carries 0.37; number 20, H, carries 0.41; number 21, H, carries 0.39; number 22, H, carries 0.29

# 5
A structure of composition C6H11Br2OP, computed with ωB97M-V/def2-TZVPD.

Element x y z (Å)
Br1 2.510 1.459 1.592
Br2 3.553 -0.828 -1.093
P1 -0.965 -0.503 -0.640
O1 -1.919 -1.544 -0.349
C1 -1.029 0.009 2.313
C2 1.720 -0.127 -0.706
C3 -0.421 0.367 0.929
C4 0.681 -1.116 -1.251
C5 -1.582 0.878 -1.681
C6 1.522 -0.021 0.759
H1 -1.939 -0.326 1.985
H2 -1.576 0.655 -2.655
H3 -0.925 1.844 -1.577
H4 -0.994 0.862 2.965
H5 -0.535 1.399 0.561
H6 0.915 -2.157 -0.709
H7 0.718 -1.219 -2.332
H8 1.546 -0.865 1.523
H9 -0.497 -0.817 2.701
H10 -2.680 1.106 -1.252
H11 1.898 0.944 -1.084

* E: -5799.7952 Ha

The net atomic charges from Mulliken, expressed in e, are: number 1, Br, carries -0.10; number 2, Br, carries -0.12; number 3, P, carries 0.84; number 4, O, carries -0.79; number 5, C, carries -1.30; number 6, C, carries -0.29; number 7, C, carries -0.19; number 8, C, carries -0.72; number 9, C, carries -1.14; number 10, C, carries -0.47; number 11, H, carries 0.46; number 12, H, carries 0.48; number 13, H, carries 0.35; number 14, H, carries 0.33; number 15, H, carries 0.45; number 16, H, carries 0.35; number 17, H, carries 0.45; number 18, H, carries 0.42; number 19, H, carries 0.33; number 20, H, carries 0.26; number 21, H, carries 0.41

# 6
The molecule C6H11BrCl2Si, computed with ωB97M-V/def2-TZVPD.

Element x y z (Å)
Br1 -1.074 -0.514 -2.491
Cl1 1.719 -1.885 -2.782
Cl2 2.744 -1.297 -0.128
Si1 -0.644 0.073 0.679
C1 1.339 0.750 -1.735
C2 0.706 1.086 1.590
C3 -2.414 0.788 0.436
C4 2.104 -0.614 -1.637
C5 -0.027 0.317 -1.164
C6 -0.640 -1.840 1.038
H1 0.367 -2.238 0.678
H2 -2.775 0.396 -0.416
H3 -0.693 -1.960 2.128
H4 -2.993 0.605 1.317
H5 0.844 0.917 2.748
H6 0.465 2.191 1.590
H7 -2.450 1.942 0.352
H8 -1.486 -2.290 0.402
H9 1.709 0.912 1.176
H10 1.322 1.029 -2.691
H11 1.875 1.631 -1.093

* ΔE to the lowest compared entry with this formula, charge and spin: 64.2 kcal per mole

The net atomic charges from Mulliken, expressed in e, are: number 1, Br, carries -0.06; number 2, Cl, carries -0.12; number 3, Cl, carries -0.14; number 4, Si, carries 0.28; number 5, C, carries -0.60; number 6, C, carries -0.91; number 7, C, carries -1.11; number 8, C, carries 0.16; number 9, C, carries -0.09; number 10, C, carries -0.80; number 11, H, carries 0.24; number 12, H, carries 0.38; number 13, H, carries 0.31; number 14, H, carries 0.36; number 15, H, carries 0.29; number 16, H, carries 0.29; number 17, H, carries 0.26; number 18, H, carries 0.25; number 19, H, carries 0.27; number 20, H, carries 0.51; number 21, H, carries 0.21

# 7
The molecule C6H11BrO5, computed with ωB97M-V/def2-TZVPD.

Element x y z (Å)
Br1 -2.963 -0.744 -0.089
O1 -1.273 -1.202 1.853
O2 1.748 -0.178 1.062
O3 -1.217 3.437 -0.087
O4 -1.049 0.971 1.168
O5 -0.675 -0.256 -1.658
C1 -0.009 -0.650 -0.546
C2 0.094 1.598 0.456
C3 0.937 0.462 0.011
C4 -1.247 -0.407 0.784
C5 -0.461 2.426 -0.693
C6 0.649 -2.044 -0.618
H1 1.630 -1.985 0.009
H2 0.710 -2.307 -1.675
H3 -0.393 -1.146 2.191
H4 1.673 0.833 -0.716
H5 0.045 -2.847 -0.160
H6 -0.659 -0.979 -2.343
H7 2.684 -0.010 0.873
H8 -1.521 3.031 0.846
H9 -1.127 1.860 -1.257
H10 0.640 2.372 1.216
H11 0.353 2.934 -1.176

* ΔE to the lowest compared entry with this formula, charge and spin: 15.3 kcal per mole

The net atomic charges from Mulliken, expressed in e, are: number 1, Br, carries -0.20; number 2, O, carries -0.53; number 3, O, carries -0.57; number 4, O, carries -0.59; number 5, O, carries -0.49; number 6, O, carries -0.42; number 7, C, carries 0.65; number 8, C, carries -0.02; number 9, C, carries -0.41; number 10, C, carries 0.25; number 11, C, carries -0.39; number 12, C, carries -1.24; number 13, H, carries 0.29; number 14, H, carries 0.36; number 15, H, carries 0.41; number 16, H, carries 0.56; number 17, H, carries 0.29; number 18, H, carries 0.37; number 19, H, carries 0.35; number 20, H, carries 0.37; number 21, H, carries 0.29; number 22, H, carries 0.32; number 23, H, carries 0.35

# 8
The molecule C6H11Cl, computed with ωB97M-V/def2-TZVPD.

Element x y z (Å)
Cl1 0.289 0.119 2.842
C1 -0.934 1.378 -1.678
C2 1.731 -0.401 1.846
C3 -0.578 0.308 -0.700
C4 -1.729 -0.471 -0.198
C5 1.260 -0.959 0.521
C6 0.693 0.136 -0.388
H1 2.342 0.492 1.668
H2 0.502 -1.742 0.680
H3 2.261 -1.086 2.455
H4 -2.419 0.198 0.345
H5 -1.685 0.931 -2.414
H6 2.107 -1.427 -0.019
H7 1.400 0.765 -0.912
H8 0.012 1.701 -2.295
H9 -1.458 -1.246 0.455
H10 -2.324 -0.937 -1.046
H11 -1.468 2.241 -1.163

* ΔE to the lowest compared entry with this formula, charge and spin: 5.6 kcal per mole

The net atomic charges from Mulliken, expressed in e, are: number 1, Cl, carries -0.22; number 2, C, carries -1.13; number 3, C, carries -0.48; number 4, C, carries 1.14; number 5, C, carries -1.34; number 6, C, carries -0.72; number 7, C, carries -0.63; number 8, H, carries 0.31; number 9, H, carries 0.29; number 10, H, carries 0.37; number 11, H, carries 0.28; number 12, H, carries 0.30; number 13, H, carries 0.33; number 14, H, carries 0.25; number 15, H, carries 0.30; number 16, H, carries 0.34; number 17, H, carries 0.34; number 18, H, carries 0.26

# 9
A structure of composition C6H11Cl4MgO2, computed with ωB97M-V/def2-TZVPD.

Element x y z (Å)
Cl1 -0.371 1.904 -3.027
Cl2 -2.819 -2.613 3.763
Cl3 1.924 1.976 -5.690
Cl4 -1.333 1.341 4.611
Mg1 2.244 -2.960 -1.618
O1 1.017 -1.484 -1.938
O2 1.259 -2.237 0.000
C1 2.209 1.456 -3.979
C2 -0.458 -0.616 -0.258
C3 -1.888 -0.321 4.880
C4 0.638 -1.479 -0.757
C5 -2.116 -0.949 3.491
C6 1.360 2.326 -3.078
H1 1.953 0.401 -3.889
H2 -2.850 -0.386 2.914
H3 -2.727 -0.216 5.569
H4 1.696 2.178 -2.052
H5 -1.129 -0.265 -1.042
H6 -1.140 -0.891 5.431
H7 0.017 0.230 0.239
H8 -1.034 -1.204 0.457
H9 3.270 1.391 -3.738
H10 1.444 3.400 -3.243
H11 -1.168 -0.983 2.953

* total charge: +1
* E: -2426.3338 Ha

The net atomic charges from Mulliken, expressed in e, are: number 1, Cl, carries -0.16; number 2, Cl, carries -0.21; number 3, Cl, carries -0.18; number 4, Cl, carries -0.20; number 5, Mg, carries 1.10; number 6, O, carries -0.72; number 7, O, carries -0.88; number 8, C, carries -0.28; number 9, C, carries -0.73; number 10, C, carries -0.47; number 11, C, carries 1.39; number 12, C, carries -0.34; number 13, C, carries -0.47; number 14, H, carries 0.11; number 15, H, carries 0.37; number 16, H, carries 0.35; number 17, H, carries 0.22; number 18, H, carries 0.29; number 19, H, carries 0.32; number 20, H, carries 0.29; number 21, H, carries 0.26; number 22, H, carries 0.36; number 23, H, carries 0.40; number 24, H, carries 0.19

# 10
A structure of composition C6H11ClN3, computed with ωB97M-V/def2-TZVPD.

Element x y z (Å)
Cl1 0.448 2.438 0.221
N1 0.869 0.085 1.118
N2 -1.420 0.187 -0.242
N3 2.740 -0.671 0.054
C1 -2.317 0.757 0.689
C2 -1.397 -1.176 -0.400
C3 1.862 -0.808 0.998
C4 0.362 0.724 -0.015
C5 1.147 0.409 -1.293
C6 2.558 0.162 -0.921
H1 3.385 0.435 -1.506
H2 -0.553 -1.591 -0.977
H3 -2.301 -1.456 -1.109
H4 -2.314 1.832 0.847
H5 1.884 -1.570 1.809
H6 1.200 1.325 -2.054
H7 -2.385 0.370 1.791
H8 -3.309 0.572 0.190
H9 -1.570 -1.880 0.490
H10 0.429 0.254 2.011
H11 0.680 -0.396 -1.703

* total charge: +1
* ΔE to the lowest compared entry with this formula, charge and spin: 79.6 kcal per mole

The net atomic charges from Mulliken, expressed in e, are: number 1, Cl, carries -0.12; number 2, N, carries 0.00; number 3, N, carries 0.03; number 4, N, carries -0.29; number 5, C, carries -0.93; number 6, C, carries -0.90; number 7, C, carries -0.02; number 8, C, carries 0.25; number 9, C, carries -0.77; number 10, C, carries 0.01; number 11, H, carries 0.49; number 12, H, carries 0.29; number 13, H, carries 0.35; number 14, H, carries 0.32; number 15, H, carries 0.38; number 16, H, carries 0.43; number 17, H, carries 0.30; number 18, H, carries 0.36; number 19, H, carries 0.30; number 20, H, carries 0.29; number 21, H, carries 0.25

Values of strongest force on any atom, in order: 0.0876 0.0790 0.0094 0.0825 0.1079 0.1201 0.0777 0.0460 0.0759 0.1125, all in Eh/bohr.